Entry 1:
Below is an isolated molecule of CH5O2P at a distorted geometry, with properties calculated with ωB97M-V/def2-TZVPD.

Relative energy (zero: lowest compared OMol25 entry of this formula, charge and spin) ... 99.9 kcal/mol
E_tot ... -14497.4005 eV
SMILES ... CPOO
HOMO ... -9.2 eV
2S+1 ... 1

Structure (XYZ):
```
9
Properties=species:S:1:pos:R:3:nbo_charge:R:1
H 1.33 -0.13 1.03 0.2491
H 0.77 -0.42 -1.29 -0.0354
P -0.33 -0.96 -0.51 0.7631
H -1.77 0.00 -2.66 0.4383
C 0.28 -0.29 1.08 -1.0113
H 0.06 0.73 1.30 0.2740
O -2.11 0.66 -2.05 -0.4309
O -1.01 0.77 -1.24 -0.4930
H -0.09 -0.74 2.06 0.2461
```



Entry 2:
Below is a structure of composition C20H24Br2N6O4Rh, with properties calculated with ωB97M-V/def2-TZVPD.

E_tot ... -181350.5252 eV
Net charge ... +1
HOMO ... -11.1 eV
2S+1 ... 1

Structure (XYZ):
```
57
Properties=species:S:1:pos:R:3:nbo_charge:R:1
H -5.50 2.08 0.91 0.1962
H 1.33 2.02 1.52 0.4020
C -1.46 3.63 -2.73 -0.2592
C 0.24 2.39 -3.90 -0.2337
H 3.97 -2.22 -2.00 0.2631
H -4.18 -0.74 -0.20 0.2116
N 0.05 -1.24 0.87 -0.5783
H -6.08 1.74 3.25 0.2396
H -2.68 0.07 -0.67 0.2535
O -0.98 -0.79 -1.54 -0.7285
C -1.15 2.89 -1.60 0.0915
H -4.39 3.48 2.83 0.1938
N 1.42 1.06 1.19 -0.7384
C 1.04 -1.33 1.79 0.6219
N 1.46 -0.08 -1.46 -0.3580
O 1.55 -2.33 2.24 -0.6151
H -1.60 -2.50 0.73 0.2227
Br -1.15 4.29 -5.47 0.1596
C 3.39 -0.63 -3.34 -0.0187
C -2.62 1.40 1.57 0.8219
C -0.94 -2.08 -1.22 0.7657
H -1.56 3.78 3.22 0.1990
N -2.77 2.13 2.71 -0.4244
C -1.62 2.70 3.39 -0.4005
C -5.09 1.44 2.92 -0.4228
H -5.69 0.35 1.16 0.2211
N -0.20 1.96 -1.59 -0.4395
C -3.69 0.23 -0.32 -0.4254
C -4.08 2.51 3.24 -0.2068
H 2.32 1.00 0.72 0.3898
C 1.41 0.07 2.31 -0.3151
O -1.43 1.17 1.20 -0.7379
C 2.49 0.41 -3.54 -0.2353
C 1.52 0.65 -2.59 0.1906
H 2.55 1.02 -4.43 0.2480
H 2.18 -1.67 -0.37 0.2509
H 2.36 0.04 2.84 0.2246
C -0.62 -2.37 0.25 -0.3675
H 0.77 2.15 -4.80 0.2478
C -0.75 3.36 -3.90 -0.0321
C 2.31 -1.09 -1.27 0.0751
C -5.08 1.22 1.43 -0.2053
H -0.07 -3.30 0.37 0.2483
C 3.30 -1.40 -2.19 -0.2515
C 0.49 1.71 -2.72 0.2008
H 0.62 0.36 3.00 0.2269
H -1.72 2.53 4.47 0.2117
O -1.18 -2.95 -2.01 -0.5829
N -3.72 0.97 0.93 -0.4189
H -4.83 0.51 3.44 0.2204
Rh -0.03 0.38 -0.21 1.1168
H -4.24 0.79 -1.09 0.2019
H -0.71 2.23 3.05 0.2175
H -1.67 3.05 -0.67 0.2226
H -2.23 4.38 -2.71 0.2539
Br 4.71 -0.98 -4.61 0.1660
H -3.97 2.63 4.32 0.2192
```



Entry 3:
Below is a structure of composition C36H56IrN5O3P2 at a distorted geometry, with properties calculated with ωB97M-V/def2-TZVPD.

Relative energy (zero: lowest compared OMol25 entry of this formula, charge and spin) ... 8.7 kcal/mol
Expectation value of S² ... 0.75
E_tot ... -73228.8950 eV
Net charge ... +3
HOMO (spin up / spin down) ... -16.0 / -16.7 eV
2S+1 ... 2

Structure (XYZ):
```
103
Properties=species:S:1:pos:R:3:lowdin_spin:R:1
N 0.90 -4.95 1.45 0.0000
H 5.09 -0.39 -1.27 0.0006
C -4.73 -3.52 0.18 0.0000
O -0.15 0.30 2.43 0.0063
C 1.24 4.60 -2.16 0.0001
H 0.85 3.05 0.12 0.0007
H 4.09 -0.77 -5.09 0.0000
H 4.38 0.54 4.56 -0.0005
H 4.21 1.29 0.21 0.0234
H -0.77 4.15 -1.43 0.0000
H 2.99 2.99 1.31 0.0205
H 2.66 0.78 4.62 0.0013
H -7.14 1.42 1.97 0.0000
C 2.58 4.15 -1.57 0.0000
H -7.18 -0.34 3.71 0.0000
H -3.36 -6.29 0.40 0.0000
H 1.01 5.60 -1.79 0.0000
C 3.30 -0.50 3.00 0.0042
C -3.49 2.13 -3.40 0.0001
H 1.87 -4.76 1.65 0.0000
H -5.10 1.84 0.68 0.0000
H -0.28 1.89 -0.57 0.0000
N -1.29 -4.33 1.17 0.0002
C 3.71 -1.40 -4.30 0.0001
Ir -0.84 -0.99 0.98 0.0046
C 2.86 2.68 -1.87 0.0005
P -2.41 0.73 0.81 0.0019
H -3.22 -5.76 2.12 0.0000
H 0.62 -5.91 1.49 0.0000
C -6.27 -0.15 3.15 0.0001
H 4.22 0.55 -2.48 0.0001
C -5.09 1.07 1.45 0.0001
N 0.35 -2.69 1.31 0.0000
C -3.71 -5.59 1.16 0.0000
H -3.15 -1.88 0.27 0.0000
H 1.30 1.23 -2.27 0.0004
H -3.76 2.44 -4.40 0.0000
H 2.31 0.20 -3.88 0.0000
H 3.82 2.40 -1.43 0.0005
H -4.78 -5.76 1.31 0.0000
C 4.31 -0.44 -2.04 0.0014
C 4.70 -1.45 -3.12 0.0005
H 2.59 4.33 -0.50 -0.0002
H 1.61 2.01 2.33 0.0702
H 3.39 4.75 -1.99 0.0000
H -1.49 3.00 1.25 -0.0001
O 1.02 -0.35 0.36 0.0009
H 2.23 -0.62 2.78 0.0025
H -5.40 -4.28 -0.21 0.0000
C 0.04 -3.94 1.31 0.0000
H 3.61 -2.40 -4.73 0.0000
H 5.09 -0.06 1.89 0.0011
C -6.25 0.83 2.17 0.0000
C 0.10 3.61 -1.82 0.0002
H -2.25 2.29 2.68 0.0001
H 4.73 -2.45 -2.68 0.0000
H 1.57 -1.21 -4.58 0.0000
H 2.99 2.55 -2.94 0.0000
H -1.46 -5.33 1.23 0.0000
H -3.07 -1.21 2.94 -0.0001
H 4.75 2.19 2.97 0.0435
C 3.50 0.69 3.94 0.0083
C 2.98 -0.89 -1.41 0.0017
C 3.06 2.02 1.80 0.5021
C -5.13 -0.89 3.41 0.0000
H 3.20 -1.72 -0.72 0.0001
C -3.94 0.32 1.69 0.0002
O 0.62 2.34 2.53 0.1022
P 2.20 0.35 -0.35 0.0160
C -3.97 -0.66 2.69 -0.0001
H 1.34 4.69 -3.24 0.0000
H -5.13 -1.64 4.19 0.0000
C -2.37 -3.58 0.81 0.0002
C 4.05 -0.30 1.68 0.0009
C -1.63 2.08 1.80 0.0048
C 3.45 0.87 0.89 0.0695
C 3.68 2.02 3.17 0.0858
H 1.99 -2.49 -2.48 0.0001
H -4.14 3.96 -2.49 0.0000
H 4.07 -1.22 1.09 -0.0004
C 0.54 2.56 -0.81 0.0010
C -2.92 0.88 -3.20 0.0000
H 0.94 -1.12 -2.20 0.0001
H 1.35 -2.50 1.37 0.0000
C -0.31 1.53 2.28 0.0159
H 3.35 2.88 3.75 0.0031
H 5.71 -1.24 -3.47 0.0000
H -4.48 -2.87 -0.66 0.0000
C -2.81 1.31 -0.83 0.0005
H -3.53 3.26 -0.22 0.0000
H -2.74 0.22 -4.04 0.0000
C 1.97 -1.40 -2.47 0.0007
C -3.37 2.58 -1.04 0.0001
N -2.25 -2.26 0.54 0.0002
H -2.11 -0.50 -1.77 0.0001
C -3.71 2.98 -2.33 0.0000
H -5.24 -2.95 0.96 0.0000
C -2.58 0.47 -1.92 0.0003
C 1.70 1.75 -1.39 0.0008
C 2.33 -0.89 -3.87 0.0001
H -0.24 3.10 -2.72 0.0000
N -3.54 -4.19 0.72 0.0004
H 3.63 -1.42 3.48 0.0000
```



Entry 4:
Below is a cluster of 7 separate species, C32H79N9O7 in total at a distorted geometry, with properties calculated with ωB97M-V/def2-TZVPD.

Relative energy (zero: lowest compared OMol25 entry of this formula, charge and spin) ... 106.3 kcal/mol
E_tot ... -62203.3440 eV
SMILES ... CC1(C)CCCC(C)(C)N1O.CC1(C)CCCC(C)(C)N1O.COC[C@H](C)N.COC[C@H](C)N.COC[C@H](C)N.NC(N)=O.NC(N)=O
HOMO ... -8.1 eV
2S+1 ... 1

Structure (XYZ):
```
127
Properties=species:S:1:pos:R:3:mulliken_charge:R:1
N -0.73 -1.04 -1.96 0.4739
C 3.59 2.45 1.59 1.6417
N -1.04 2.17 -4.02 -0.3930
O 2.70 5.54 -1.17 -0.3149
C 0.71 0.99 2.52 -0.9914
O -1.36 0.92 -1.07 -0.6560
C 2.37 -0.89 3.05 -2.0023
H -4.27 -5.01 -3.17 0.4434
H -1.40 0.74 -5.47 0.3038
C -1.25 -0.30 -1.05 0.9627
C 3.35 6.54 -0.38 -0.8502
H -0.38 1.81 -7.32 0.4379
H 1.79 3.42 -1.65 0.0542
H -0.15 0.31 2.53 -0.0767
C 2.25 -0.09 0.77 -1.1445
C -0.97 -5.35 -3.11 -1.2973
C -1.36 -0.72 5.13 1.8304
N 0.94 3.59 -2.16 0.0179
H -1.42 4.42 -2.04 0.2245
H -4.32 -3.32 0.23 0.3875
H 3.09 -0.76 0.57 0.5314
H 1.95 -1.70 -4.84 0.3322
O -0.60 -1.11 7.43 -0.3689
H 1.18 -0.66 6.37 0.0543
H -4.54 -6.37 -1.07 0.3344
C -0.61 1.44 -5.21 0.9167
C -3.18 -4.52 -1.19 1.3038
C -2.39 -5.75 -3.30 -0.6024
H 2.13 0.85 -1.24 0.1959
C -1.32 -1.62 6.37 -0.7805
H -0.27 -6.12 -3.40 0.4034
H -4.02 3.56 2.55 0.1603
N -2.23 -1.25 4.06 -0.6685
C 2.30 1.11 -0.19 0.8098
H -1.70 2.56 -6.68 0.4187
H -1.82 -2.08 3.66 0.2487
H -1.55 -4.73 0.85 0.3336
C 0.73 -4.25 -1.49 -0.7076
H 1.30 5.34 -3.24 0.3251
H 0.92 5.35 -0.20 0.1771
H 1.72 3.38 1.62 0.0982
C 2.77 3.61 1.82 -1.0351
H -0.70 -2.05 -1.84 -0.7337
H -0.22 3.29 -6.32 0.2918
H 3.27 -1.40 2.68 0.5166
N -1.67 -1.09 -0.07 0.3951
H 1.53 -4.65 -2.11 0.4612
H 1.54 1.67 -4.78 0.3373
H 1.34 -0.64 0.52 0.0025
H -2.31 2.35 -0.14 0.0950
H 2.94 3.88 2.86 0.4165
C 0.87 0.86 -5.05 -0.9780
H -0.42 -0.75 4.57 -0.6681
H 0.67 -6.44 -0.52 0.4683
C -1.85 0.73 5.35 -1.4116
C -0.64 -5.02 -1.56 1.0712
H 1.84 -1.69 -3.16 0.1681
C -0.38 -6.32 -0.81 -1.6317
H -2.33 -1.74 6.76 0.3222
H -2.62 -5.80 -4.36 0.4659
H -4.05 -5.88 0.49 0.3845
C -0.68 2.30 -6.39 -1.8975
H -2.12 -0.59 0.68 -0.0320
H 1.34 -1.97 7.57 0.3021
C -3.70 -5.91 -0.54 -1.6619
H -0.99 5.01 -3.52 0.3117
O 3.52 1.58 3.81 -0.5009
C 0.84 -1.03 7.34 -0.4903
H 0.99 6.79 -1.31 0.5417
C 3.52 1.96 0.08 -1.4679
H -4.92 -3.52 -1.38 0.4480
H 2.82 -0.50 -4.06 0.4021
H 4.41 1.26 4.02 0.3476
C -3.31 -4.68 -2.76 -1.2907
H -1.25 1.30 6.06 0.3621
C 1.85 -1.00 -4.01 -0.9961
H 5.59 3.46 1.13 0.3263
H 0.14 3.29 -1.62 -0.2702
H 5.34 3.03 2.88 0.3969
C 5.09 2.80 1.84 -2.0681
H 0.55 -3.21 -1.78 -0.6257
C 1.25 5.75 -1.15 -0.6675
H -2.77 0.73 5.93 0.3870
H 1.01 -4.38 -0.44 0.5367
C 2.16 0.41 2.29 1.9460
H -0.76 -7.17 -1.36 0.3972
H -0.86 -6.38 0.17 0.2684
O 0.80 -0.04 -3.95 -0.3051
H -1.06 6.19 -2.12 0.4387
H -0.86 -2.56 6.09 0.3365
H -3.02 -3.79 -3.31 0.3551
H -2.30 -0.60 3.30 0.0825
H 1.58 -1.64 3.07 0.1944
H -3.64 -2.35 -1.11 0.2118
H 0.85 1.56 3.43 0.5258
H -1.41 -2.06 -0.03 0.0216
C -3.40 1.90 1.58 0.6021
H 3.82 7.33 -0.97 0.2488
N -1.75 -4.25 -0.94 1.0749
C -0.79 5.20 -2.46 -1.2734
C 0.76 5.01 -2.36 0.3471
H 2.64 -0.67 4.09 0.3304
H -0.13 2.53 -3.78 0.0634
O -3.36 0.71 1.56 -0.7542
H -2.66 -6.65 -2.74 0.3041
N -3.93 2.56 2.53 -0.3935
H 4.46 1.56 -0.29 0.3019
H -2.96 -6.70 -0.63 0.3750
H -0.93 1.53 -3.25 -0.1255
H 2.73 6.93 0.42 0.4059
H -2.74 3.64 0.93 0.1627
C -4.01 -3.33 -0.81 -1.7028
H -0.85 -4.46 -3.73 0.2589
H 1.47 1.79 0.00 -0.5006
H 0.41 1.75 1.80 -0.2062
H 1.35 0.35 -5.88 0.4161
N 3.31 1.29 2.48 0.4457
H 4.23 5.99 -0.05 0.1796
H 3.13 4.43 1.20 0.0777
H -0.23 -0.62 -2.72 0.2458
O -1.54 -3.88 0.40 -0.6604
H 1.32 -0.44 8.12 0.2973
H -1.97 1.22 4.39 0.1802
H 5.66 1.87 1.82 0.5595
H -4.31 1.95 3.24 0.2785
H 3.38 2.92 -0.42 0.3720
N -2.86 2.68 0.64 -0.2825
```